{"formula": "C52H78N14O12", "method": "ωB97M-V with the def2-TZVPD basis set", "total_energy_ha": -3697.570922, "lumo_energy_ev": -1.049, "homo_lumo_gap_ha": 0.2638, "smiles": "O=C1c2ccccc2C(=O)c2ccccc21.O=C1c2ccccc2C(=O)c2ccccc21.CC1(C)CCCC(C)(C)N1O.CC1(C)CCCC(C)(C)N1O.NC(N)=O.NC(N)=O.NC(N)=O.NC(N)=O.NC(N)=O.NC(N)=O", "multiplicity": 1, "species": ["O", "C", "C", "C", "C", "C", "C", "C", "C", "O", "C", "C", "C", "C", "C", "C", "H", "H", "H", "H", "H", "H", "H", "H", "O", "C", "C", "C", "C", "C", "C", "C", "C", "O", "C", "C", "C", "C", "C", "C", "H", "H", "H", "H", "H", "H", "H", "H", "C", "C", "C", "C", "C", "C", "C", "C", "C", "N", "O", "H", "H", "H", "H", "H", "H", "H", "H", "H", "H", "H", "H", "H", "H", "H", "H", "H", "H", "H", "C", "C", "C", "C", "C", "C", "C", "C", "C", "N", "O", "H", "H", "H", "H", "H", "H", "H", "H", "H", "H", "H", "H", "H", "H", "H", "H", "H", "H", "H", "N", "C", "N", "O", "H", "H", "H", "H", "N", "C", "N", "O", "H", "H", "H", "H", "N", "C", "N", "O", "H", "H", "H", "H", "N", "C", "N", "O", "H", "H", "H", "H", "N", "C", "N", "O", "H", "H", "H", "H", "N", "C", "N", "O", "H", "H", "H", "H"], "positions_angstrom": [[-8.53031, 18.47713, -28.99855], [-9.68380, 18.52365, -28.46676], [-9.77144, 18.12506, -27.05748], [-8.78119, 17.46043, -26.43767], [-8.79254, 17.20420, -25.10014], [-9.90625, 17.39673, -24.26597], [-10.93681, 18.07892, -24.91048], [-10.93275, 18.40489, -26.32634], [-12.12726, 18.91537, -27.05370], [-13.17108, 18.96773, -26.41227], [-12.02126, 19.23949, -28.47427], [-13.01891, 19.89265, -29.17449], [-12.95696, 19.97286, -30.56788], [-11.84625, 19.60735, -31.28637], [-10.79767, 19.00267, -30.61212], [-10.86054, 18.94983, -29.21664], [-7.93140, 17.19410, -27.04869], [-7.87442, 16.85616, -24.65032], [-9.90030, 17.10022, -23.22749], [-11.76342, 18.36829, -24.27850], [-13.82503, 20.47136, -28.74827], [-13.81142, 20.38239, -31.08612], [-11.91896, 19.70074, -32.35986], [-9.93937, 18.65988, -31.17087], [-2.27515, 23.19705, -19.63244], [-1.35593, 23.82300, -20.03587], [-1.24219, 25.34566, -19.88629], [-2.41165, 26.06521, -19.63295], [-2.47557, 27.43344, -19.62621], [-1.32448, 28.15777, -19.95649], [-0.13991, 27.53999, -20.31737], [-0.07078, 26.12764, -20.26368], [1.14428, 25.32278, -20.78163], [2.31197, 25.81314, -20.84104], [0.95556, 23.87113, -21.17189], [1.97588, 23.19259, -21.83038], [1.93165, 21.81956, -21.97077], [0.88862, 21.14466, -21.43769], [-0.19251, 21.73323, -20.83544], [-0.21458, 23.15609, -20.77904], [-3.34517, 25.54587, -19.47414], [-3.29210, 28.04454, -19.27094], [-1.45900, 29.22225, -20.07967], [0.70073, 28.07012, -20.74009], [2.86282, 23.57256, -22.31550], [2.69170, 21.23907, -22.47252], [0.82964, 20.06748, -21.48875], [-1.00666, 21.17138, -20.40201], [-2.06302, 7.67890, -31.08324], [-2.76732, 6.40278, -30.47231], [-4.11470, 6.70023, -29.73350], [-3.12117, 5.49087, -31.71260], [-3.25606, 4.00886, -31.39659], [-2.00414, 3.53930, -30.65893], [-1.54571, 4.34724, -29.38647], [-2.47038, 3.84626, -28.22642], [-0.12071, 3.92681, -29.20623], [-1.70478, 5.82604, -29.56058], [-1.42178, 6.53106, -28.37733], [-0.99810, 7.55429, -31.27951], [-2.49275, 8.20544, -31.93541], [-2.03303, 8.44721, -30.31065], [-4.75649, 5.83321, -29.57706], [-4.21407, 7.15525, -28.74801], [-4.68603, 7.43229, -30.30427], [-4.13991, 5.65957, -32.06164], [-2.40399, 5.64811, -32.51822], [-4.13981, 3.73479, -30.82042], [-3.26295, 3.62813, -32.41791], [-1.24246, 3.53273, -31.43861], [-2.18304, 2.50639, -30.36027], [-2.53043, 2.76178, -28.31807], [-3.50403, 4.13845, -28.41163], [-2.03521, 4.09464, -27.25842], [0.21311, 4.44684, -28.30832], [0.49866, 4.23801, -30.04743], [-0.13035, 2.85576, -29.00411], [-0.61788, 7.01331, -28.58414], [-1.87593, 15.24592, -13.32429], [-0.68627, 14.78309, -14.08821], [0.00650, 15.94613, -14.96258], [0.32559, 14.34882, -12.95096], [1.39806, 13.40854, -13.27448], [0.81674, 12.25001, -13.98591], [-0.03246, 12.61373, -15.26080], [0.83890, 13.16159, -16.40998], [-0.77634, 11.33295, -15.61366], [-1.07391, 13.52964, -14.83547], [-1.99370, 13.88052, -15.83874], [-2.78192, 15.44229, -13.89764], [-2.14083, 14.42756, -12.65480], [-1.66022, 16.07630, -12.65195], [1.03330, 16.02220, -14.60481], [0.14291, 15.58525, -15.98202], [-0.69994, 16.77588, -14.93886], [0.90367, 15.24029, -12.70766], [-0.17222, 14.01469, -12.04066], [2.20809, 13.87022, -13.83911], [1.89427, 13.09900, -12.35466], [0.22470, 11.65337, -13.29193], [1.54508, 11.54570, -14.38787], [1.32250, 12.30928, -16.88728], [1.51060, 13.98681, -16.17348], [0.25194, 13.74540, -17.11902], [-1.49075, 11.46253, -16.42663], [-1.19063, 10.58882, -14.93341], [-0.07934, 10.56330, -15.94521], [-2.74717, 13.49515, -15.38555], [2.98966, 12.85380, -31.35177], [3.87976, 13.37647, -32.14405], [3.51866, 14.05142, -33.24924], [5.03900, 13.03070, -31.90032], [3.38398, 12.77778, -30.42504], [1.98490, 12.75185, -31.36481], [2.61108, 14.48936, -33.31705], [4.37186, 14.12447, -33.78480], [-0.91883, 18.93521, -28.84901], [-0.47129, 20.09188, -29.13350], [-0.76560, 20.75531, -28.05550], [-0.13237, 20.52697, -30.25811], [-1.19563, 18.73451, -27.89864], [-0.91473, 18.25685, -29.59729], [-1.11329, 20.32380, -27.21110], [-0.88293, 21.74669, -28.20878], [3.21062, 6.74449, -21.40955], [2.15854, 6.98721, -22.12537], [1.76642, 5.98149, -22.82687], [1.59403, 8.07424, -22.18751], [3.44667, 5.76766, -21.30869], [3.53782, 7.51210, -20.84050], [2.38856, 5.18971, -22.90500], [0.87089, 5.97938, -23.29390], [5.52583, 14.46327, -25.94075], [6.75864, 14.68180, -26.32572], [7.43577, 13.60638, -26.18560], [7.21664, 15.74520, -26.59863], [5.00823, 15.18699, -25.46281], [5.47635, 13.53445, -25.54710], [7.10478, 12.69558, -25.90102], [8.43842, 13.58413, -26.30528], [-0.71575, 13.51005, -23.39668], [-1.01785, 13.58336, -24.60094], [-0.54738, 12.66387, -25.37986], [-1.65011, 14.54127, -25.00590], [-0.56828, 12.58412, -23.02118], [-0.87406, 14.35927, -22.87337], [0.01912, 11.92418, -24.98994], [-1.01664, 12.39643, -26.23330], [5.83914, 7.01472, -26.95701], [5.63080, 8.24166, -27.42912], [6.32843, 8.54161, -28.59908], [4.94425, 9.00471, -26.79433], [5.41935, 6.87056, -26.04976], [6.40335, 6.34648, -27.46221], [6.85893, 7.75972, -28.95590], [6.14975, 9.39189, -29.11403]], "forces_ev_per_a": [[-3.2554, 0.2933, 0.9960], [4.3571, -1.0005, -1.5977], [-2.9551, 0.6639, 0.0820], [2.1816, -0.3160, -0.2131], [0.3698, -0.9561, 1.6692], [0.4696, 1.1887, -2.3995], [-0.8397, 0.0523, -0.6190], [0.9250, -0.4688, 1.3718], [-0.5353, -0.0666, 2.7003], [0.1812, 0.3599, -1.1323], [0.4029, 0.9138, -1.3214], [-0.5949, 0.3056, -0.8623], [-0.3343, 0.7501, 0.6397], [-0.4699, -1.0736, -0.0783], [-0.0238, 0.9779, 0.0745], [-0.0508, -0.9523, 0.0889], [0.2969, 0.0751, 0.1714], [0.0617, -0.4693, -0.0325], [-0.1387, 0.2427, -0.0065], [-0.4823, 0.0234, -0.4244], [-0.2664, -0.7142, 0.6671], [-0.0055, 0.2488, -0.0300], [0.4519, -0.1052, -0.1141], [0.2590, 0.0258, 0.3707], [-1.6577, -0.7844, 0.7222], [2.6012, 1.7257, -1.0312], [0.6703, 1.3288, -1.1196], [-0.6940, -0.8860, 0.3886], [1.7344, 1.0926, 0.3294], [-0.4665, 0.0718, -0.4728], [0.0302, -1.6225, -0.0904], [-0.6065, -1.7516, -0.2811], [2.7143, 1.6182, 0.0844], [-3.8511, -1.1808, 0.1286], [-0.9956, 0.4233, 0.2703], [0.7599, -0.6326, -0.5783], [0.1718, 0.3713, -0.2098], [-1.5078, -2.1460, 0.5492], [-0.2334, 2.3861, -0.0915], [0.9176, -0.6819, 0.8599], [0.0861, -0.4409, 0.2223], [-0.5638, -0.4998, -0.3128], [0.3688, 0.2046, 0.2137], [0.0966, 0.1326, 0.2324], [-0.1364, 1.1809, 0.5024], [0.2520, 0.3289, -0.0946], [0.3562, -0.2336, -0.1167], [-0.0463, -0.0064, -0.1096], [-0.2718, 0.7347, 1.3994], [0.3377, 0.6556, 0.1318], [-0.5050, 0.6061, -0.1282], [-0.4019, -0.2294, 1.7075], [1.3600, 0.4430, 0.2975], [-0.5045, 0.4132, -0.5768], [-2.5364, -0.0724, -0.7923], [0.8047, -0.5556, -0.8886], [0.0274, 0.7894, 1.2352], [0.4577, -1.7526, -2.3020], [-0.7994, -0.0797, -0.0849], [-0.1143, -0.7576, -0.2656], [-0.4994, -0.5751, -0.1492], [-0.2033, 0.1732, 0.2833], [0.1793, -0.4132, -0.6034], [1.4130, 0.1072, 0.2850], [-0.1150, -0.2122, -0.5544], [0.1739, 1.2580, -0.1970], [0.0143, -0.0338, 0.0647], [-0.2700, 0.2534, -0.3055], [-0.3965, -0.9956, 0.2958], [0.5098, 0.0487, 0.2840], [0.4106, -0.0670, 0.1467], [0.2913, -0.2139, 0.3397], [0.1340, 0.5982, 0.4506], [-0.5324, 0.2584, 0.0555], [0.5195, -0.1528, 0.1286], [-0.0282, -0.2938, 0.0020], [0.4163, -0.0172, -0.2214], [0.1412, 0.0862, -0.0301], [-1.2273, -0.1657, 0.7491], [2.0545, -1.0424, -0.2938], [-0.9331, -2.3539, 0.2100], [-0.2962, 1.9767, 0.0577], [1.3349, -0.8507, -0.5162], [-0.2160, -1.0776, -1.5151], [-0.3962, -0.0547, 1.4888], [-0.4906, 0.0678, -0.1808], [0.6298, -1.6909, -1.7777], [0.8443, 1.6570, 2.3615], [-0.1441, -0.3058, -0.1796], [0.2278, 0.3549, -0.2916], [-0.1911, -0.0958, 0.0365], [0.1052, 0.2735, -0.2957], [-0.2600, 0.9959, 0.2232], [-0.4880, 0.2906, -0.0887], [0.8294, 0.4317, -0.0150], [-0.6412, 0.5265, 0.5323], [-0.3695, 0.0050, -0.1774], [-0.0649, 0.1540, -0.3852], [-0.0392, -0.1531, 0.1366], [-0.4069, 0.1320, -0.0643], [0.4320, 0.0015, 0.1566], [0.2861, 0.3774, -0.2142], [0.6528, -0.6581, 0.8276], [-0.6584, -0.8087, -0.4143], [0.0413, 0.1140, 0.0092], [-0.7188, 1.3535, 1.3708], [0.7944, 0.3730, -1.0345], [-0.6903, 0.1730, -0.7199], [-3.2084, -0.9621, 3.7063], [2.2588, -1.1955, -1.2037], [0.4355, -0.2925, 0.2385], [0.6136, 1.2677, -0.6663], [-0.2002, -0.5458, -0.0687], [0.2286, 0.6449, -0.6777], [0.6301, 0.1243, -0.5094], [-0.7421, 0.9341, -0.7965], [-0.7005, -7.3230, -1.3069], [-0.1973, 2.3740, -3.8497], [0.6138, 6.0936, 3.1289], [0.0193, -0.6153, 2.0636], [-0.0245, -0.7651, -0.8798], [0.0045, -0.4013, 0.5986], [0.0749, 0.6281, -0.4325], [0.2012, -0.0162, 0.6895], [2.9355, -0.4250, 2.0484], [-2.0131, 3.9909, -0.4564], [-1.4064, -4.1561, -2.5887], [-0.1358, 0.5363, 0.4280], [0.5449, 0.6105, 0.6952], [0.2376, -0.5962, 0.0841], [-0.6203, -0.0523, -0.2657], [0.4333, 0.1226, 0.0429], [-4.3043, -0.8444, 0.9971], [-0.3415, 2.4128, 0.7674], [5.0738, -5.5812, -0.0645], [1.1178, 2.6141, -1.1453], [0.1450, -0.0605, -0.3568], [-1.0851, 0.4639, 0.2464], [-0.3689, 0.4491, -0.1285], [-0.2672, 0.5093, -0.3322], [2.0726, -1.0096, 7.2743], [-2.5906, 3.2965, -4.3488], [1.5251, -4.2076, -2.9226], [-1.0629, 1.3263, -1.2538], [0.2325, 0.6053, 0.7484], [-0.1105, -0.6550, 0.4177], [-0.0599, 0.1126, -0.0825], [0.0160, 0.5175, 0.1743], [0.4084, -1.6404, 0.1868], [0.7058, 1.3753, -1.0003], [-0.4622, -0.7030, 1.0002], [-0.6912, 1.2399, -0.0220], [0.3041, -0.4681, -0.3088], [-0.2895, -0.0908, 0.6060], [-0.0423, 0.7366, -0.5809], [0.0736, -0.3804, 0.1074]]}